Entry 1:
DFT (ωB97M-V/def2-TZVPD) results for a 2-piece molecular cluster, C4H10O2 overall at a distorted geometry.

Structure (XYZ):
```
16
Properties=species:S:1:pos:R:3:forces:R:3
C -0.953 -0.045 1.670 1.38 0.19 -0.89
O 0.089 -1.035 1.469 -1.57 -0.91 1.05
C -2.351 -0.538 1.298 1.20 0.37 -0.27
H -0.849 0.329 2.690 -0.33 -0.14 0.01
H -0.613 0.737 0.986 -0.64 0.63 0.29
H 0.711 -0.677 0.869 0.99 0.48 -0.82
H -2.338 -1.619 1.436 -0.63 0.08 0.44
H -3.067 0.065 1.852 -0.33 -0.57 0.20
H -2.534 -0.353 0.239 -0.01 -0.07 -0.07
C 2.636 0.738 -1.495 -1.14 -0.21 -0.07
C 1.433 0.613 -2.053 -0.13 0.57 0.35
O 0.842 -0.562 -2.439 0.21 -0.50 0.53
H 3.019 1.741 -1.390 0.16 -0.04 0.32
H 3.109 -0.121 -1.047 0.55 -0.08 -0.43
H 0.788 1.478 -2.209 0.30 0.15 -0.41
H 0.079 -0.750 -1.876 -0.01 0.06 -0.22
```
Forces are in eV/Å.

Output
**Charge**: 0
**Orbital gap**: 10.449 eV
**Lowest unoccupied orbital energy**: 0.66 eV
**Energy relative to the best compared isomer or geometry (same formula, charge and spin)**: 2.2221 eV
**E**: -8403.32490 eV
**Structure (SMILES)**: C=CO.CCO

Here are the Löwdin charges for atoms 1 to 6, given in e:
1. C -0.29
2. O -0.09
3. C -0.08
4. H 0.11
5. H 0.10
6. H 0.03

---

Entry 2:
DFT (ωB97M-V/def2-TZVPD) results for a 5-piece molecular cluster, C8H12ClN4O4 overall at a distorted geometry.

Structure (XYZ):
```
29
Properties=species:S:1:pos:R:3:forces:R:3
Cl -6.071 19.585 8.578 0.21 -0.03 -0.19
O -5.382 20.244 9.688 -0.10 -0.66 -0.74
O -7.151 18.786 9.058 -0.53 -0.97 1.06
O -6.655 20.562 7.716 0.18 1.17 -0.72
O -5.177 18.736 7.801 0.28 0.41 0.58
C -6.210 16.715 13.628 -0.90 -0.03 -0.27
C -7.598 16.392 13.250 2.59 0.62 0.98
N -8.668 16.085 13.067 -2.47 -0.65 -0.57
H -6.060 17.781 13.459 0.34 -0.17 -0.23
H -5.577 16.068 13.021 0.31 0.38 0.15
H -6.089 16.516 14.693 0.09 -0.13 -0.10
C -11.392 16.065 8.203 0.48 0.58 0.37
C -12.107 15.076 7.494 -1.40 -1.66 -1.68
N -12.718 14.307 6.888 0.34 0.34 0.41
H -10.331 15.925 8.000 0.05 0.15 0.43
H -11.670 15.917 9.247 0.48 0.49 0.14
H -11.699 17.037 7.815 0.08 0.11 0.34
C -8.068 23.549 3.626 0.44 0.81 -1.56
C -8.995 24.234 4.488 0.71 -0.66 0.89
N -9.706 24.816 5.166 -0.62 0.44 0.30
H -8.675 23.031 2.884 0.39 -0.32 -0.03
H -7.186 22.994 3.945 -0.81 -0.43 0.99
H -7.563 24.370 3.118 -0.12 0.15 -0.55
C -4.553 13.417 7.042 -0.37 -0.79 -0.10
C -5.844 12.793 7.298 -4.54 0.34 0.00
N -6.958 12.426 7.416 3.47 0.65 -0.18
H -3.996 12.480 7.064 1.42 0.69 0.09
H -4.321 14.205 7.757 0.21 -0.52 0.29
H -4.499 13.886 6.060 -0.23 -0.32 -0.08
```
Forces are in eV/Å.

Output
**Charge**: -1
**Orbital gap**: 8.469 eV
**Lowest unoccupied orbital energy**: 2.60 eV
**Energy relative to the best compared isomer or geometry (same formula, charge and spin)**: 1.4307 eV
**E**: -35156.08926 eV

Here are the Löwdin charges for atoms 1 to 6, given in e:
1. Cl 0.60
2. O -0.40
3. O -0.40
4. O -0.39
5. O -0.41
6. C -0.06

---

Entry 3:
DFT (ωB97M-V/def2-TZVPD) results for a 2-piece molecular cluster, C9H14 overall at a distorted geometry.

Structure (XYZ):
```
23
Properties=species:S:1:pos:R:3:forces:R:3
C 1.101 -3.124 1.729 -1.37 -1.55 0.02
C 1.034 -1.806 2.527 -0.68 1.01 0.64
H 0.175 -3.302 1.177 -0.04 0.95 -0.69
H 1.926 -3.128 1.041 0.27 0.12 -0.42
H 1.038 -4.185 2.102 0.94 1.26 1.22
H 0.277 -1.118 2.051 0.67 -1.03 0.44
H 1.975 -1.230 2.380 -0.43 -0.54 0.51
H 0.741 -1.804 3.640 0.70 -0.46 -1.64
C -0.853 0.747 -3.170 2.03 -0.90 -0.94
C 0.002 1.121 1.154 -2.96 -1.84 -1.40
C 0.921 1.286 0.200 2.38 0.31 -2.36
C -1.243 0.594 0.642 0.43 1.39 2.53
C 0.728 1.165 -1.196 -3.93 -0.25 0.81
C -1.560 0.560 -0.688 1.38 0.21 -0.38
C -0.605 0.885 -1.677 1.73 0.34 0.74
H 0.261 1.131 2.185 -0.11 0.17 0.61
H 1.939 1.419 0.474 0.82 0.50 0.41
H -1.975 0.325 1.416 0.05 -0.05 -0.61
H 1.498 1.320 -1.898 0.92 0.15 -0.53
H -2.506 0.188 -0.961 -1.10 -0.29 -0.45
H 0.225 0.558 -3.617 -2.13 1.06 0.39
H -1.465 1.505 -3.751 0.97 -0.68 1.02
H -1.265 -0.246 -3.364 -0.55 0.13 0.07
```
Forces are in eV/Å.

Output
**Charge**: 0
**Orbital gap**: 9.862 eV
**Lowest unoccupied orbital energy**: 0.94 eV
**Energy relative to the best compared isomer or geometry (same formula, charge and spin)**: 1.6347 eV
**E**: -9558.54678 eV
**Structure (SMILES)**: Cc1ccccc1.CC

Here are the Löwdin charges for atoms 1 to 6, given in e:
1. C -0.18
2. C -0.17
3. H 0.05
4. H 0.05
5. H 0.07
6. H 0.03